# 1
Below is a molecular structure, C34H33AuN3O3P2S2Se, with properties calculated with the ωB97M-V functional and the def2-TZVPD basis.

Last column: Mulliken charge in e.
Element x y z (Å)
Au1 -1.19397 -0.13178 1.40887  0.902
O1 -2.51046 0.21811 -1.59616  -0.749
P1 -2.03239 -1.14843 -1.88648  1.228
C1 -0.34471 -3.20543 -0.12755  -1.180
P2 0.86355 -2.92717 1.20953  1.131
O2 1.24546 -1.50194 1.36058  -0.482
C2 0.13220 -3.59923 2.71591  0.788
C3 0.37199 -2.88671 3.88850  -0.513
C4 -0.12110 -3.35326 5.10176  -0.832
C5 -0.85230 -4.53398 5.14526  -0.630
C6 -1.10686 -5.24043 3.97436  -0.965
C7 -0.62255 -4.77169 2.76270  -0.181
C8 2.23428 -3.97897 0.70723  0.285
C9 2.34541 -5.32832 1.03299  -0.546
C10 3.40944 -6.07238 0.54558  -0.672
C11 4.36230 -5.47358 -0.26612  -0.505
C12 4.25959 -4.12693 -0.58725  -0.608
C13 3.19999 -3.37843 -0.10164  -0.415
C14 -0.43056 -1.29277 -2.67872  -0.182
C15 0.66071 -0.67059 -2.06731  0.714
C16 1.91007 -0.73029 -2.65955  -0.733
C17 2.07776 -1.40820 -3.86189  -0.649
C18 0.99579 -2.02437 -4.47308  -0.845
C19 -0.26001 -1.96943 -3.88408  -0.363
C20 -3.21150 -2.16723 -2.76709  0.166
C21 -3.07588 -3.55075 -2.87326  -0.193
C22 -4.01799 -4.28432 -3.57246  -0.785
C23 -5.09933 -3.63777 -4.16194  -0.441
C24 -5.23948 -2.26305 -4.05232  -0.652
C25 -4.29636 -1.52162 -3.35297  -0.531
H1 0.18429 -2.98477 -1.05649  0.589
H2 -0.66023 -4.24944 -0.15253  0.764
H3 0.92966 -1.96055 3.84000  0.396
H4 0.06877 -2.79462 6.00859  0.434
H5 -1.22325 -4.90588 6.09164  0.403
H6 -1.67875 -6.15901 4.00978  0.471
H7 -0.83805 -5.32730 1.85696  0.320
H8 1.62085 -5.80208 1.68220  0.304
H9 3.49972 -7.11842 0.80603  0.423
H10 5.19232 -6.05683 -0.64230  0.394
H11 5.01028 -3.65810 -1.20965  0.424
H12 3.11733 -2.32291 -0.32958  0.377
H13 0.53135 -0.15398 -1.12528  0.116
H14 2.75285 -0.24233 -2.18655  0.531
H15 3.05417 -1.44899 -4.32674  0.428
H16 1.12576 -2.54307 -5.41331  0.437
H17 -1.10361 -2.44022 -4.37188  0.469
H18 -2.23215 -4.05564 -2.41446  0.395
H19 -3.91347 -5.35749 -3.66026  0.433
H20 -5.83600 -4.21246 -4.70765  0.412
H21 -6.08362 -1.76504 -4.50986  0.436
H22 -4.39646 -0.44876 -3.25168  0.438
S1 -1.79343 -2.12247 0.02677  0.039
C26 -3.25250 -1.34380 3.27833  0.172
N1 -3.15452 -2.58264 3.70236  0.097
C27 -4.26203 -3.48647 3.39910  -0.600
C28 -4.92250 -2.90807 2.15477  -0.421
S2 -4.63912 -1.11135 2.26913  -0.066
H23 -2.38661 -2.85045 4.30806  0.154
H24 -4.95214 -3.50352 4.24592  0.340
H25 -3.88218 -4.49240 3.23105  0.268
H26 -5.98899 -3.11242 2.12079  0.497
H27 -4.44981 -3.26956 1.24217  0.157
Se1 -2.09908 0.04425 3.73592  -0.272
N2 3.30928 5.21845 -0.57748  -0.358
C29 2.23587 4.75014 -1.26350  0.191
O3 1.89456 5.17724 -2.34440  -0.592
C30 1.47386 3.62365 -0.61036  0.885
C31 0.13288 3.47576 -0.93256  -0.830
C32 -0.58188 2.43624 -0.36864  -0.250
N3 -0.01764 1.56205 0.47124  -0.644
C33 1.27853 1.68382 0.76673  -0.163
C34 2.05779 2.70481 0.25188  -0.961
H28 3.78306 6.01961 -0.96072  0.248
H29 3.44072 5.01141 0.39579  0.193
H30 -0.33272 4.16086 -1.62651  0.499
H31 -1.61835 2.25647 -0.61527  0.525
H32 1.69457 0.92282 1.41566  0.515
H33 3.10862 2.74622 0.50507  0.428

Forces on atoms 1 to 2 (eV/Å):
Au 0.1116 0.2829 0.0608
O -0.0044 0.0017 -0.0299

Results
Total charge: +1
Energy relative to the best compared isomer or geometry (same formula, charge and spin), eV: 0.000
Orbital gap, eV: 8.45
Highest occupied orbital energy, Eh: -0.389



# 2
Below is a molecular structure, C34H33F4N3O10PtS3Si in a non-equilibrium geometry, with properties calculated with the ωB97M-V functional and the def2-TZVPD basis.

Last column: Mulliken charge in e.
Element x y z (Å)
Pt1 1.37877 -0.54039 -0.50781  3.214
O1 3.59917 -0.45637 -0.67838  -0.616
N1 4.10256 0.31581 -1.61418  0.440
C1 5.24037 -0.10585 -2.28501  -0.702
C2 5.89542 0.74341 -3.11226  -0.566
C3 5.43457 2.07764 -3.31484  -0.674
C4 4.25484 2.47284 -2.66694  -0.700
C5 3.57820 1.60446 -1.84101  0.353
S1 2.09281 1.96372 -1.07619  -0.018
H1 5.53695 -1.11952 -2.06585  0.574
H2 6.77974 0.39031 -3.62425  0.415
H3 5.95326 2.75291 -3.97669  0.379
H4 3.83175 3.45458 -2.82365  0.458
O2 -0.30240 0.83397 -0.34901  -1.318
Si1 -1.56824 1.19506 0.55148  0.319
C6 -1.67483 3.10360 0.50819  0.760
C7 -2.89602 3.76137 0.64608  -0.210
C8 -2.96433 5.14831 0.65210  -0.925
C9 -1.80838 5.90087 0.50556  -0.491
C10 -0.58895 5.25999 0.34128  -0.847
C11 -0.52625 3.87348 0.34018  -0.299
C12 -1.66403 0.73590 2.40891  -0.030
C13 -2.51150 1.41097 3.28628  -0.415
C14 -2.74847 0.96355 4.57629  -0.898
C15 -2.17349 -0.22050 5.00717  -0.683
C16 -1.33252 -0.92213 4.16343  -0.404
C17 -1.05114 -0.42632 2.88921  0.008
C18 -3.22877 0.57280 -0.13148  0.815
C19 -4.01516 -0.31406 0.60229  -0.492
C20 -5.21072 -0.79411 0.08810  -0.694
C21 -5.64213 -0.38927 -1.16600  -0.659
C22 -4.87736 0.50458 -1.90039  -0.680
C23 -3.68009 0.97831 -1.38566  0.052
H5 -3.80625 3.17979 0.74254  0.438
H6 -3.91908 5.64553 0.77548  0.395
H7 -1.85940 6.98276 0.51214  0.361
H8 0.31614 5.84316 0.21842  0.427
H9 0.42559 3.38152 0.19161  0.091
H10 -3.01275 2.30766 2.93931  0.359
H11 -3.40085 1.52253 5.23506  0.398
H12 -2.37182 -0.59658 6.00298  0.374
H13 -0.89969 -1.86827 4.46849  0.509
H14 -0.14199 -2.02572 2.20490  0.013
H15 -3.68123 -0.64539 1.57637  0.196
H16 -5.79708 -1.49719 0.66739  0.404
H17 -6.56717 -0.77793 -1.57361  0.338
H18 -5.19938 0.80871 -2.88777  0.359
H19 -3.08041 1.66024 -1.98016  0.507
F1 -2.53908 -3.74513 -4.45739  -0.386
C24 -1.61566 -2.86441 -4.04299  0.434
C25 -0.34103 -3.27224 -3.90706  -0.094
N2 0.64364 -2.39608 -3.52485  0.418
C26 2.01982 -2.83248 -3.36674  -1.108
C27 2.51146 -3.27772 -1.92618  0.771
O3 3.32902 -4.18015 -1.95016  -0.780
O4 2.08088 -2.64294 -0.90652  -0.697
C28 0.32828 -1.11764 -3.19161  0.162
O5 1.22075 -0.32555 -2.84384  -0.845
N3 -0.95573 -0.71844 -3.36867  0.195
C29 -2.04350 -1.51716 -3.76771  0.331
O6 -3.14678 -1.04118 -3.88852  -0.631
H20 -0.05147 -4.29700 -4.07306  0.281
H21 2.67837 -2.00555 -3.63506  0.414
H22 2.20002 -3.68111 -4.02043  0.354
H23 -1.18271 0.18081 -2.95802  0.248
F2 -3.13914 -3.40753 -0.91646  -0.205
C30 -2.29126 -3.78277 0.04726  0.556
F3 -2.48883 -5.09195 0.27262  -0.255
F4 -2.64010 -3.13815 1.17485  -0.210
S2 -0.48927 -3.47276 -0.37504  0.576
O7 0.08248 -3.70955 0.93930  -0.763
O8 -0.27656 -4.45026 -1.40308  -0.696
O9 -0.56952 -2.06699 -0.80932  -0.500
C31 2.98210 -2.54442 3.43777  -1.314
C32 2.70842 -1.05548 3.56293  0.141
S3 3.03344 -0.23009 1.96443  0.200
O10 -0.12552 -1.03862 2.12900  0.384
C33 2.28950 1.40948 2.33199  0.817
C34 3.31991 2.52670 2.28158  -1.415
H24 2.79735 -3.04016 4.39193  0.398
H25 4.01977 -2.72020 3.15363  0.391
H26 2.34610 -2.99526 2.67519  0.219
H27 3.36430 -0.59295 4.30278  0.477
H28 1.67486 -0.86604 3.84308  -0.168
H29 1.81530 1.34553 3.31043  0.594
H30 1.52116 1.57400 1.57938  -0.919
H31 4.09492 2.38054 3.03411  0.405
H32 2.82958 3.48581 2.46278  0.379
H33 3.78650 2.56433 1.29764  0.211

Forces on atoms 1 to 2 (eV/Å):
Pt 0.1051 0.4380 -0.5489
O 0.2658 0.0265 -0.6585

Results
Total charge: -1
Spin multiplicity: 6
⟨S²⟩: 8.784
Orbital gap (spin up / spin down), eV: 5.71 / 5.75
Highest occupied orbital energy (spin up / spin down), Eh: -0.127 / -0.231



# 3
Below is a molecular structure, C34H33GeN5SeY, with properties calculated with the ωB97M-V functional and the def2-TZVPD basis.

Last column: Mulliken charge in e.
Element x y z (Å)
Y1 -0.61427 0.93532 0.95432  0.691
C1 3.29664 4.22802 -0.56562  -0.845
N1 2.67365 3.49215 -1.66315  0.266
C2 2.66168 3.90197 -2.98570  -0.489
C3 2.09201 2.91619 -3.70005  -0.446
N2 1.75892 1.90806 -2.81084  0.240
C4 1.19608 0.60778 -3.16919  -0.664
C5 2.12244 2.27366 -1.56385  -0.132
Se1 2.02144 1.17418 -0.05517  -0.242
H1 3.09917 5.29003 -0.68526  0.350
H2 4.37212 4.06032 -0.55769  0.298
H3 2.87997 3.88453 0.37711  0.288
H4 3.06308 4.85096 -3.29743  0.504
H5 1.89454 2.83844 -4.75517  0.476
H6 0.85910 0.64159 -4.20136  0.323
H7 0.35240 0.36833 -2.52982  0.112
H8 1.94438 -0.17461 -3.05725  0.362
C6 -2.75747 1.73357 0.65076  -1.214
C7 -3.23431 0.76061 -0.33834  0.341
C8 -3.08384 1.00476 -1.71550  -0.566
C9 -3.47192 0.06446 -2.65689  -0.618
C10 -4.01332 -1.15434 -2.25635  0.247
C11 -4.16435 -1.42613 -0.89886  -0.707
C12 -3.77152 -0.48703 0.03702  -0.266
C13 -4.37507 -2.14065 -3.24217  -0.028
N3 -4.60903 -2.95443 -4.01953  -0.485
H9 -3.29110 1.70166 1.60699  0.479
H10 -2.79566 2.75528 0.27373  0.581
H11 -2.71149 1.97044 -2.04179  0.515
H12 -3.38266 0.27990 -3.71437  0.517
H13 -4.60260 -2.36625 -0.58964  0.532
H14 -3.93306 -0.67482 1.09053  0.612
N4 -0.27677 5.27593 2.38071  -0.034
C14 -0.23388 5.45379 1.01870  -0.688
C15 -0.25133 4.20713 0.48720  -0.600
N5 -0.31429 3.27015 1.50850  0.351
C16 -0.32865 3.95934 2.63394  -0.536
H15 -0.28963 6.00788 3.07368  0.225
H16 -0.20628 6.42657 0.55852  0.440
H17 -0.23938 3.92135 -0.55206  0.538
H18 -0.37822 3.54364 3.62718  0.441
C17 -2.76100 -1.32869 4.13520  -0.557
C18 -2.90451 -2.33710 3.18441  -0.739
C19 -1.96868 -2.50168 2.17147  -0.580
C20 -0.83762 -1.68947 2.10479  0.509
C21 -0.69222 -0.68791 3.09543  -0.768
C22 -1.64657 -0.50369 4.09575  -0.686
Ge1 0.60362 -1.88648 0.76117  0.462
C23 0.32032 -2.73300 -0.94012  0.354
C24 1.20107 -3.73632 -1.34505  -0.554
C25 1.03640 -4.34603 -2.58069  -0.715
C26 -0.00401 -3.95034 -3.41407  -0.734
C27 -0.88293 -2.95148 -3.01311  -0.537
C28 -0.73035 -2.34166 -1.77776  0.599
C29 2.27367 -2.22819 1.65372  0.639
C30 3.46952 -2.16740 0.93535  0.005
C31 4.66832 -2.44790 1.57057  -0.727
C32 4.68287 -2.78346 2.92080  -0.532
C33 3.49561 -2.83949 3.64170  -0.707
C34 2.29047 -2.56019 3.01155  -0.261
H19 -3.50075 -1.20669 4.91520  0.452
H20 -3.75815 -3.00172 3.23665  0.443
H21 -2.10632 -3.28192 1.43119  0.510
H22 0.27277 -0.17456 3.19108  0.840
H23 -1.49779 0.24872 4.86103  0.516
H24 2.00999 -4.04513 -0.69341  0.479
H25 1.71200 -5.13386 -2.88657  0.454
H26 -0.14025 -4.42859 -4.37541  0.445
H27 -1.69589 -2.66386 -3.66735  0.381
H28 -1.42694 -1.57425 -1.45265  -0.284
H29 3.47002 -1.90363 -0.11574  0.472
H30 5.59547 -2.40808 1.01343  0.429
H31 5.62132 -3.00590 3.41117  0.416
H32 3.50636 -3.10934 4.68962  0.436
H33 1.36671 -2.62050 3.57479  0.374

Forces on atoms 1 to 2 (eV/Å):
Y -0.3561 0.1649 0.1962
C 0.0271 0.0570 0.0484

Results
Total charge: +2
Spin multiplicity: 2
⟨S²⟩: 0.756
Orbital gap (spin up / spin down), eV: 6.59 / 6.18
Highest occupied orbital energy (spin up / spin down), Eh: -0.452 / -0.478



E per entry: -5721.59148 -4234.92252 -6105.38416 Eh